Version P
Entry from the Open Molecules 2025 dataset: the molecule C2H3NOS (ωB97M-V/def2-TZVPD).

Calculated values
**SMILES**: O=C1NCS1
**Frontier orbital gap**: 10.34 eV

Atoms and positions in Å:
1 S -1.889 -1.325 -0.025
2 O -3.067 1.179 0.043
3 N -0.706 0.765 0.091
4 C -2.089 0.500 -0.035
5 C -0.226 -0.575 0.012
6 H 0.391 -0.832 -0.744
7 H 0.340 -0.713 0.889
8 H -0.355 1.479 -0.457

Version Q
Entry from the Open Molecules 2025 dataset: the molecule C2H3NOS (ωB97M-V/def2-TZVPD).

Calculated values
**SMILES**: O/N=C\C=S
**Frontier orbital gap**: 7.99 eV

Atoms and positions in Å:
1 S -1.547 0.907 1.908
2 O 0.252 -0.010 -1.561
3 N 0.799 -0.845 -0.543
4 C -0.581 0.635 0.660
5 C 0.340 -0.514 0.599
6 H -0.450 1.205 -0.270
7 H 0.639 -0.401 -2.350
8 H 0.549 -0.977 1.558

Stability ranking, top and bottom: version P is the most stable and version Q is the least stable.

Version P
Entry from the Open Molecules 2025 dataset: the ion C4H9N4S with charge +1 (ωB97M-V/def2-TZVPD).

Calculated values
**SMILES**: N[C@@H](NS)[n+]1ccc[nH]1
**Charge**: +1
**Frontier orbital gap**: 9.08 eV

Atoms and positions in Å:
1 S -3.378 0.579 -0.141
2 N 1.504 -0.734 -0.044
3 N 0.455 0.066 -0.177
4 N -1.003 -1.832 0.227
5 N -1.730 0.642 0.382
6 C 0.901 1.336 -0.085
7 C 2.297 1.312 0.082
8 C 2.627 -0.061 0.083
9 C -0.898 -0.494 -0.211
10 H 3.086 2.002 0.183
11 H 0.273 2.138 -0.102
12 H -3.152 0.946 -1.417
13 H 3.649 -0.360 0.198
14 H -1.794 -2.179 -0.316
15 H -1.579 0.574 1.368
16 H -1.312 -0.327 -1.290
17 H 1.152 -1.704 0.019
18 H -1.099 -1.905 1.240

Version Q
Entry from the Open Molecules 2025 dataset: a cluster of 2 separate species, C4H9N4S in total (ωB97M-V/def2-TZVPD).

Calculated values
**Charge**: +1
**Frontier orbital gap**: 7.09 eV

Atoms and positions in Å:
1 S 1.678 -0.497 2.762
2 N 0.808 1.503 1.259
3 N -3.814 -1.600 1.338
4 N 1.079 -0.909 -2.114
5 N 1.123 -0.624 0.251
6 C 1.146 0.254 1.380
7 C 0.733 2.089 0.140
8 C 1.213 -0.131 -1.018
9 C 1.322 1.411 -1.055
10 H -3.682 -1.978 2.305
11 H -4.808 -1.668 1.128
12 H 0.867 1.803 -1.878
13 H 1.179 -0.432 -3.066
14 H 2.319 1.818 -1.152
15 H 0.792 -1.926 -2.006
16 H 0.523 3.181 0.021
17 H -3.505 -0.598 1.335
18 H 1.028 -1.695 0.369

Stability ranking, top and bottom: version Q is the most stable and version P is the least stable.

Version P
Entry from the Open Molecules 2025 dataset: a cluster of 3 separate species, C4H12NO2 in total (ωB97M-V/def2-TZVPD).

Calculated values
**Charge**: +1
**Frontier orbital gap**: 8.31 eV

Atoms and positions in Å:
1 O -0.687 2.290 2.399
2 O 3.438 -1.905 -0.504
3 N 0.070 0.381 0.366
4 C -1.143 -0.883 -1.563
5 C -2.251 0.949 -0.207
6 C 1.155 -0.407 0.273
7 C -1.132 0.168 -0.485
8 H 1.278 -1.419 0.007
9 H -0.176 2.294 3.241
10 H -2.385 1.601 0.661
11 H 0.246 1.174 1.190
12 H -3.137 0.814 -0.852
13 H -2.138 -1.200 -1.850
14 H -0.733 -1.823 -1.144
15 H 4.442 -2.005 -0.641
16 H -1.469 2.778 2.644
17 H 2.074 0.093 0.235
18 H 3.041 -2.342 -1.307
19 H -0.494 -0.558 -2.464

Version Q
Entry from the Open Molecules 2025 dataset: a cluster of 3 separate species, C4H12NO2 in total (ωB97M-V/def2-TZVPD).

Calculated values
**Charge**: +1
**Frontier orbital gap**: 10.00 eV

Atoms and positions in Å:
1 O -0.085 -1.702 -3.065
2 O -1.624 1.259 2.193
3 N -0.537 -0.697 0.333
4 C 0.760 1.435 -0.056
5 C 0.716 0.053 0.593
6 C -1.032 -0.624 -0.848
7 C 1.605 -0.662 1.251
8 H 0.123 2.121 0.517
9 H 1.795 1.787 0.066
10 H -1.292 1.973 2.751
11 H -1.979 -1.049 -1.188
12 H 2.594 -0.334 1.492
13 H -2.406 0.961 2.693
14 H -0.585 -0.090 -1.668
15 H -1.096 -1.213 1.010
16 H 0.102 -1.264 -3.905
17 H 1.612 -1.718 1.516
18 H 0.604 1.343 -1.127
19 H 0.727 -1.579 -2.559

Version R
Entry from the Open Molecules 2025 dataset: a cluster of 2 separate species, C4H12NO2 in total (ωB97M-V/def2-TZVPD).

Calculated values
**Charge**: +1
**Frontier orbital gap**: 9.26 eV

Atoms and positions in Å:
1 O 1.992 0.303 0.219
2 O 0.356 -0.048 1.747
3 N -0.126 0.514 -0.554
4 C 0.756 -0.183 0.431
5 C 0.527 -2.555 -0.026
6 C 0.037 2.012 -0.431
7 C -1.595 0.286 -0.382
8 H -0.251 2.214 0.644
9 H -2.037 0.715 0.542
10 H 0.953 2.406 -0.712
11 H 1.582 -2.629 -0.018
12 H -0.210 -0.842 2.035
13 H -2.141 1.075 -1.041
14 H 0.046 -2.692 -1.073
15 H 0.221 0.139 -1.417
16 H -0.757 2.436 -1.165
17 H -1.708 -0.710 -0.526
18 H -0.075 -3.098 0.736
19 H 2.431 0.657 0.990

Stability ranking, top and bottom: version Q is the most stable and version R is the least stable.

Version P
Entry from the Open Molecules 2025 dataset: a cluster of 3 separate species, C4H12NO2 in total (ωB97M-V/def2-TZVPD).

Calculated values
**Charge**: +1
**Frontier orbital gap**: 8.54 eV

Atoms and positions in Å:
1 O 1.068 1.316 -1.814
2 O 6.114 -0.304 2.637
3 N -1.138 -1.284 0.491
4 C -3.374 1.535 -0.732
5 C -2.285 -0.483 0.208
6 C -2.246 0.567 -0.593
7 C -0.330 -1.891 -0.287
8 H -1.329 0.806 -1.103
9 H -3.158 -0.751 0.770
10 H 6.420 0.607 2.720
11 H 1.453 1.906 -1.158
12 H -3.159 2.372 -0.079
13 H 1.671 1.357 -2.571
14 H -0.371 -1.645 -1.340
15 H -3.451 1.876 -1.768
16 H 0.399 -2.580 0.122
17 H -4.360 1.131 -0.492
18 H -1.061 -1.549 1.469
19 H 6.893 -0.726 2.242

Version Q
Entry from the Open Molecules 2025 dataset: a cluster of 2 separate species, C4H12NO2 in total (ωB97M-V/def2-TZVPD).

Calculated values
**Charge**: +1
**Frontier orbital gap**: 10.82 eV

Atoms and positions in Å:
1 O -0.690 1.514 1.119
2 O -2.780 0.829 -2.268
3 N -0.465 -0.436 -1.087
4 C 0.987 -0.669 -0.702
5 C 1.193 -1.069 0.758
6 C 1.068 0.024 1.862
7 C 0.066 1.147 1.960
8 H -2.735 0.849 -3.231
9 H 0.728 -2.030 1.021
10 H -1.125 -1.135 -0.792
11 H 1.494 0.259 -0.922
12 H -0.787 0.478 -0.735
13 H -0.607 -0.433 -2.097
14 H 2.256 -1.236 0.731
15 H 1.296 -1.444 -1.403
16 H 0.938 -0.504 2.808
17 H 2.047 0.503 2.039
18 H -3.049 1.729 -2.018
19 H 0.164 1.624 2.958

Version R
Entry from the Open Molecules 2025 dataset: a cluster of 2 separate species, C4H12NO2 in total (ωB97M-V/def2-TZVPD).

Calculated values
**Charge**: +1
**Frontier orbital gap**: 10.38 eV

Atoms and positions in Å:
1 O 0.893 2.574 -1.696
2 O -0.292 -3.485 4.937
3 N 1.564 0.157 -0.242
4 C -0.246 2.599 -1.315
5 C 0.113 -0.479 -0.516
6 C -0.419 0.062 -1.817
7 C -1.146 1.412 -1.662
8 H 1.744 0.464 0.712
9 H -1.696 1.184 -0.727
10 H 1.420 0.966 -0.858
11 H -1.243 -0.645 -1.981
12 H 0.296 -0.101 -2.621
13 H -0.498 -2.957 5.714
14 H -0.809 3.252 -0.627
15 H 0.373 -1.519 -0.316
16 H 0.050 -4.321 5.269
17 H -0.372 -0.292 0.444
18 H -2.054 1.609 -2.233
19 H 2.321 -0.479 -0.464

Stability ranking, top and bottom: version Q is the most stable and version R is the least stable.